Record 1
A cluster of 10 separate species, C29H45Cl20N5 in total in a non-equilibrium geometry. Source: OMol25; level of theory: ωB97M-V/def2-TZVPD.

As for the SMILES: ClC(Cl)(Cl)Cl.ClC(Cl)(Cl)Cl.ClC(Cl)(Cl)Cl.ClC(Cl)(Cl)Cl.ClC(Cl)(Cl)Cl.c1cc[nH]c1.c1cc[nH]c1.c1cc[nH]c1.CCN(CC)CC.CCN(CC)CC. As for the spin multiplicity: 1. The frontier orbital gap comes out at 7.93 eV.

Geometry as XYZ:
```
99
Properties=species:S:1:pos:R:3:lowdin_charge:R:1
C -0.694 0.999 -1.640 -0.10
C 0.274 -0.113 -2.042 -0.26
N 1.620 0.078 -1.457 -0.19
C 2.330 1.313 -1.903 -0.23
C 3.308 1.632 -0.748 -0.10
C 2.511 -1.126 -1.664 -0.22
C 2.022 -2.277 -0.753 -0.10
H -0.443 2.005 -1.974 0.06
H -0.804 0.960 -0.556 0.08
H -1.676 0.833 -2.082 0.07
H -0.272 -0.988 -1.691 0.11
H 0.384 -0.106 -3.126 0.11
H 2.830 1.226 -2.868 0.11
H 1.681 2.185 -1.984 0.09
H 2.853 1.512 0.235 0.07
H 4.134 0.922 -0.710 0.05
H 3.749 2.629 -0.759 0.06
H 3.541 -0.985 -1.337 0.10
H 2.463 -1.375 -2.724 0.11
H 2.831 -3.000 -0.645 0.06
H 1.129 -2.836 -1.034 0.06
H 1.795 -1.986 0.273 0.07
C -1.212 2.379 5.450 -0.10
C -0.163 1.280 5.665 -0.24
N -0.497 0.345 6.812 -0.18
C -1.786 -0.307 6.674 -0.28
C -2.062 -1.119 7.921 -0.11
C 0.622 -0.647 7.062 -0.24
C 2.020 -0.018 7.114 -0.11
H -2.152 2.020 5.032 0.06
H -0.851 3.036 4.659 0.07
H -1.386 2.965 6.353 0.08
H -0.017 0.681 4.766 0.11
H 0.753 1.835 5.867 0.10
H -2.530 0.485 6.760 0.11
H -1.779 -0.888 5.752 0.12
H -1.465 -2.031 7.921 0.06
H -1.837 -0.585 8.845 0.08
H -3.107 -1.410 8.022 0.07
H 0.739 -1.440 6.323 0.11
H 0.420 -1.224 7.964 0.09
H 2.715 -0.795 7.432 0.07
H 2.214 0.875 7.707 0.07
H 2.397 0.282 6.137 0.06
C 3.142 9.853 0.587 -2.03
Cl 2.094 8.713 -0.297 0.51
Cl 2.124 11.200 1.116 0.50
Cl 3.929 9.114 2.025 0.50
Cl 4.330 10.527 -0.518 0.52
C 10.159 -1.722 4.768 -1.99
Cl 9.622 -0.343 5.747 0.52
Cl 9.796 -3.277 5.573 0.50
Cl 9.252 -1.663 3.267 0.51
Cl 11.943 -1.659 4.324 0.47
C 1.781 3.967 -9.041 -1.98
Cl 1.310 5.336 -7.964 0.49
Cl 3.579 3.750 -9.124 0.50
Cl 0.864 2.566 -8.451 0.50
Cl 1.190 4.222 -10.698 0.50
C -8.442 2.395 2.022 -1.92
Cl -9.150 2.845 3.658 0.48
Cl -9.686 1.704 0.906 0.49
Cl -7.517 3.784 1.306 0.47
Cl -7.185 1.141 2.186 0.48
C -5.057 -5.744 -4.655 -1.95
Cl -3.515 -6.422 -4.043 0.50
Cl -5.678 -6.729 -6.030 0.49
Cl -6.340 -5.675 -3.388 0.49
Cl -4.727 -4.047 -5.237 0.47
N 4.611 -4.789 -7.711 -0.03
C 4.905 -5.952 -7.033 -0.13
C 6.005 -5.721 -6.112 -0.07
C 6.224 -4.314 -6.328 -0.14
C 5.296 -3.720 -7.204 -0.13
H 4.011 -4.814 -8.522 0.15
H 4.420 -6.886 -7.277 0.09
H 6.619 -6.376 -5.512 0.08
H 6.918 -3.761 -5.714 0.08
H 5.356 -2.728 -7.628 0.10
N -3.126 -9.605 3.236 0.01
C -3.653 -9.213 4.459 -0.15
C -3.040 -8.046 4.917 -0.12
C -2.093 -7.687 3.937 -0.11
C -2.162 -8.677 2.938 -0.15
H -3.515 -10.347 2.672 0.15
H -4.369 -9.877 4.920 0.10
H -3.189 -7.584 5.882 0.09
H -1.419 -6.847 4.017 0.09
H -1.601 -8.811 2.025 0.10
N -5.990 9.564 -4.856 0.00
C -6.767 9.184 -5.929 -0.13
C -6.534 7.816 -6.197 -0.11
C -5.710 7.353 -5.166 -0.14
C -5.439 8.404 -4.319 -0.14
H -5.828 10.487 -4.480 0.14
H -7.292 9.957 -6.471 0.10
H -6.946 7.259 -7.025 0.09
H -5.353 6.334 -5.123 0.09
H -4.759 8.339 -3.483 0.10
```

***

Record 2
An isolated molecule of C27H32N4O7. Source: OMol25; level of theory: ωB97M-V/def2-TZVPD.

As for the SMILES: COc1cc2c(=O)n(CCC(=O)NC[C@H]3CCCO3)c(=O)n(CC(=O)Nc3ccc(C)cc3)c2cc1OC. As for the spin multiplicity: 1. The frontier orbital gap comes out at 8.64 eV.

Geometry as XYZ:
```
70
Properties=species:S:1:pos:R:3:lowdin_charge:R:1
C -1.180 3.218 4.151 -0.07
H -2.099 2.827 4.600 0.10
O -0.162 2.245 4.130 -0.06
C -0.387 1.107 3.424 -0.19
C -1.527 0.818 2.716 0.06
C -1.653 -0.385 2.006 -0.07
C -0.620 -1.321 2.023 -0.12
C 0.538 -1.038 2.753 0.08
C 0.672 0.157 3.436 -0.17
O 1.765 0.515 4.139 -0.04
C 2.868 -0.364 4.177 -0.06
H 3.633 0.156 4.751 0.10
H 3.249 -0.579 3.174 0.10
H 2.615 -1.303 4.678 0.10
H 1.342 -1.749 2.783 0.09
N -0.760 -2.501 1.316 0.05
C -1.897 -2.807 0.606 -0.44
O -2.033 -3.871 0.040 0.09
N -2.888 -1.844 0.572 0.07
C -2.840 -0.610 1.202 -0.38
O -3.737 0.201 1.055 0.07
C -3.964 -2.075 -0.379 -0.09
C -3.427 -2.074 -1.822 -0.05
C -2.355 -1.014 -1.991 -0.45
O -1.215 -1.185 -1.583 0.04
N -2.735 0.105 -2.628 0.10
H -3.709 0.240 -2.848 0.15
C -1.837 1.197 -2.924 -0.11
H -0.816 0.823 -2.825 0.12
H -1.996 1.526 -3.955 0.13
C -2.019 2.405 -1.986 -0.30
H -3.055 2.761 -2.063 0.15
C -1.635 2.079 -0.531 -0.12
H -2.511 2.002 0.108 0.10
H -1.096 1.132 -0.493 0.11
C -0.705 3.228 -0.142 -0.14
H 0.052 2.934 0.581 0.11
C -0.112 3.600 -1.499 -0.19
H 0.246 4.628 -1.562 0.12
O -1.183 3.468 -2.415 -0.10
H 0.707 2.915 -1.763 0.12
H -1.277 4.069 0.252 0.11
H -2.958 -3.041 -2.013 0.12
H -4.252 -1.924 -2.518 0.12
H -4.680 -1.266 -0.227 0.12
H -4.430 -3.038 -0.162 0.13
C 0.326 -3.457 1.259 -0.03
H 0.552 -3.849 2.256 0.14
H -0.017 -4.285 0.630 0.14
C 1.618 -2.878 0.662 -0.46
O 2.693 -3.118 1.176 0.06
N 1.412 -2.123 -0.435 0.16
C 2.363 -1.438 -1.203 -0.20
C 3.722 -1.425 -0.913 -0.01
C 4.591 -0.715 -1.723 -0.04
C 4.140 -0.007 -2.828 -0.29
C 2.778 -0.028 -3.110 -0.05
C 1.901 -0.733 -2.313 -0.02
H 0.846 -0.753 -2.540 0.08
H 2.403 0.515 -3.967 0.11
C 5.092 0.738 -3.714 -0.06
H 5.353 0.126 -4.578 0.08
H 6.008 0.981 -3.182 0.07
H 4.641 1.658 -4.081 0.08
H 5.646 -0.716 -1.487 0.11
H 4.096 -1.971 -0.064 0.10
H 0.458 -2.004 -0.766 0.11
H -2.362 1.497 2.670 0.12
H -1.398 3.591 3.145 0.09
H -0.795 4.031 4.763 0.10
```

***

Record 3
A cluster of 8 separate species, C24H27F7O24 in total in a non-equilibrium geometry. Source: OMol25; level of theory: ωB97M-V/def2-TZVPD.

As for the SMILES: O=C1OC[C@@H](F)O1.O=C1OC[C@@H](F)O1.O=C1OC[C@@H](F)O1.O=C1OC[C@@H](F)O1.O=C1OC[C@@H](F)O1.O=C1OC[C@@H](F)O1.O=C1OC[C@@H](F)O1.COC(=O)OC. As for the spin multiplicity: 1. The frontier orbital gap comes out at 10.88 eV.

Geometry as XYZ:
```
82
Properties=species:S:1:pos:R:3:lowdin_charge:R:1
C 1.239 2.605 -2.949 -0.07
C 1.528 2.145 -4.346 -0.31
O 1.760 0.754 -4.389 0.18
C 1.714 0.388 -3.120 -0.51
O 1.927 -0.787 -2.757 0.13
O 1.543 1.430 -2.288 0.06
F 2.659 2.804 -4.699 0.08
H 0.200 2.839 -2.719 0.13
H 1.762 3.538 -2.740 0.15
H 0.686 2.389 -4.995 0.16
C -4.340 0.483 0.263 -0.08
C -4.764 -0.395 -0.940 -0.26
O -4.840 0.571 -2.018 0.10
C -5.076 1.781 -1.509 -0.53
O -5.442 2.759 -2.085 0.17
O -4.696 1.749 -0.176 0.06
F -5.984 -0.937 -0.805 0.09
H -3.258 0.402 0.362 0.12
H -4.817 0.246 1.214 0.13
H -4.088 -1.175 -1.291 0.16
C -1.611 1.094 5.712 -0.08
C -2.827 1.713 5.106 -0.28
O -3.825 0.935 5.715 0.12
C -3.359 -0.344 5.850 -0.46
O -3.995 -1.379 6.084 0.14
O -1.988 -0.275 5.739 0.06
F -2.737 1.520 3.726 0.04
H -1.452 1.415 6.742 0.15
H -0.699 1.175 5.120 0.13
H -2.943 2.776 5.318 0.17
C 0.475 0.564 0.568 -0.08
C 1.106 0.697 1.902 -0.29
O 1.659 -0.632 2.187 0.12
C 1.552 -1.379 1.062 -0.52
O 2.052 -2.455 0.863 0.14
O 1.014 -0.631 0.020 0.06
F 0.222 0.893 2.874 0.08
H 0.731 1.353 -0.139 0.13
H -0.595 0.516 0.767 0.13
H 1.959 1.358 2.048 0.16
C 5.424 -2.122 0.342 -0.11
C 4.893 -2.065 -1.117 -0.21
O 5.572 -3.275 -1.560 0.11
C 5.933 -4.067 -0.513 -0.50
O 6.332 -5.233 -0.624 0.12
O 5.822 -3.385 0.634 0.09
F 5.446 -1.075 -1.891 0.05
H 4.670 -1.772 1.047 0.13
H 6.336 -1.530 0.422 0.14
H 3.810 -2.091 -1.232 0.15
C -2.148 0.890 -4.982 -0.08
C -3.091 -0.219 -4.715 -0.33
O -2.433 -0.603 -3.460 0.15
C -1.895 0.458 -2.892 -0.54
O -1.385 0.521 -1.745 0.12
O -1.977 1.496 -3.719 0.09
F -3.200 -1.207 -5.517 0.18
H -2.538 1.685 -5.617 0.15
H -1.247 0.459 -5.419 0.15
H -4.070 0.246 -4.593 0.18
C 6.957 1.700 -0.973 0.00
C 6.046 2.670 -1.782 -0.31
O 5.373 3.237 -0.746 0.11
C 5.123 2.281 0.217 -0.49
O 4.154 2.216 0.986 0.12
O 6.029 1.316 0.121 0.08
F 5.110 1.984 -2.523 0.06
H 7.830 2.297 -0.710 0.14
H 7.253 0.863 -1.605 0.13
H 6.421 3.490 -2.395 0.17
C -1.228 -2.878 2.585 -0.05
O -2.468 -2.984 3.183 0.01
C -3.599 -2.646 2.556 -0.61
O -3.681 -2.562 1.340 0.10
O -4.587 -2.575 3.378 0.02
C -5.901 -2.351 2.845 -0.01
H -0.897 -1.859 2.785 0.10
H -1.346 -3.146 1.536 0.10
H -0.547 -3.706 2.781 0.11
H -6.570 -2.783 3.590 0.10
H -6.180 -2.915 1.956 0.10
H -5.997 -1.270 2.745 0.09
```

***

Record 4
A cluster of 4 separate species, C43H80Br2ClFN11O8P5S in total in a non-equilibrium geometry. Source: OMol25; level of theory: ωB97M-V/def2-TZVPD.

As for the SMILES: C#CCc1cc(P(=N)(O)O)c2c(c1[C@H](F)CC)Sc1c(/C(Br)=C(/C)Br)cc(CCCC(=O)O)c(P(O)Cl)c1N2.CN(C)P(=O)(N(C)C)N(C)C.CN(C)P(=O)(N(C)C)N(C)C.CN(C)P(=O)(N(C)C)N(C)C. As for the spin multiplicity: 1. The frontier orbital gap comes out at 6.72 eV.

Geometry as XYZ:
```
152
Properties=species:S:1:pos:R:3:lowdin_charge:R:1
C -12.912 -0.626 1.758 0.05
C -12.157 -1.596 1.038 -0.08
C -11.243 -2.251 -0.197 -0.18
C -9.636 -1.970 -0.008 -0.09
C -8.699 -3.196 0.603 0.00
C -7.045 -3.066 0.808 -0.14
P -6.186 -4.628 1.531 0.67
N -5.340 -5.301 0.323 -0.22
O -7.443 -5.744 2.099 -0.26
O -5.229 -4.111 2.892 -0.26
C -6.235 -1.663 0.393 -0.14
C -7.219 -0.460 -0.212 -0.30
C -8.840 -0.586 -0.413 -0.05
C -9.701 0.667 -1.065 -0.21
F -10.926 1.020 -0.271 -0.11
C -10.104 0.297 -2.646 -0.18
C -8.750 0.157 -3.614 -0.12
S -6.280 1.141 -0.670 0.81
C -4.925 1.177 0.677 -0.31
C -4.498 2.635 1.294 -0.20
C -5.226 3.985 0.712 -0.60
Br -6.499 4.956 1.976 0.61
C -5.011 4.510 -0.692 -0.63
C -5.856 5.909 -1.046 -0.17
Br -3.772 3.615 -1.999 0.61
C -3.349 2.625 2.481 0.06
C -2.610 1.218 3.005 -0.11
C -1.474 1.413 4.160 -0.19
C -1.625 0.513 5.504 -0.22
C -3.132 0.063 5.930 -0.11
C -2.964 -1.402 6.722 -0.28
O -3.664 -2.485 6.286 -0.08
O -2.031 -1.561 7.857 -0.03
C -3.070 -0.247 2.340 -0.23
P -2.170 -1.826 2.983 0.63
O -0.440 -1.469 3.163 -0.41
Cl -2.229 -3.424 1.593 0.19
C -4.270 -0.280 1.175 -0.14
N -4.737 -1.569 0.541 -0.05
H -13.698 -0.043 2.435 0.06
H -11.384 -3.431 -0.075 0.11
H -11.667 -1.992 -1.263 0.11
H -9.257 -4.213 0.883 0.10
H -5.680 -6.273 0.130 -0.01
H -8.100 -5.129 2.580 0.07
H -5.481 -3.131 3.018 0.08
H -9.080 1.669 -1.141 0.13
H -10.725 -0.690 -2.740 0.09
H -10.778 1.180 -3.057 0.12
H -8.604 1.234 -4.093 0.09
H -8.847 -0.696 -4.411 0.08
H -7.770 -0.057 -2.985 0.05
H -5.509 6.682 -0.206 0.08
H -7.002 5.680 -0.867 0.08
H -5.648 6.301 -2.134 0.08
H -3.012 3.668 2.952 0.11
H -1.374 2.558 4.482 0.12
H -0.423 1.146 3.668 0.12
H -0.957 -0.475 5.522 0.11
H -1.199 1.169 6.406 0.13
H -3.878 -0.151 5.056 0.11
H -3.605 0.788 6.752 0.14
H -1.518 -2.435 7.724 0.14
H -0.103 -1.444 2.207 0.05
H -4.220 -1.729 -0.353 0.13
O 2.035 -1.569 -0.318 -0.32
P 3.058 -2.474 -1.047 0.74
N 2.060 -3.857 -0.916 -0.35
C 1.547 -4.313 0.372 -0.12
C 0.945 -3.827 -1.873 -0.13
N 4.258 -2.364 0.149 -0.33
C 4.573 -3.376 1.139 -0.13
C 4.442 -1.041 0.752 -0.15
N 4.234 -3.514 -1.886 -0.29
C 4.566 -2.946 -3.195 -0.15
C 4.190 -4.969 -1.993 -0.12
H 0.960 -5.231 0.250 0.09
H 0.916 -3.563 0.862 0.06
H 2.352 -4.591 1.049 0.06
H 1.322 -3.659 -2.887 0.07
H 0.235 -3.027 -1.639 0.08
H 0.405 -4.780 -1.895 0.08
H 3.858 -3.368 1.968 0.08
H 5.568 -3.206 1.564 0.08
H 4.612 -4.379 0.716 0.06
H 3.701 -0.851 1.534 0.07
H 4.352 -0.254 -0.006 0.07
H 5.441 -0.937 1.191 0.08
H 3.736 -3.072 -3.901 0.08
H 5.467 -3.405 -3.617 0.06
H 4.770 -1.874 -3.101 0.08
H 3.415 -5.312 -2.687 0.08
H 4.031 -5.458 -1.028 0.07
H 5.153 -5.350 -2.356 0.08
O -0.575 5.623 3.504 -0.33
P -0.054 7.007 3.044 0.75
N 1.306 6.936 4.078 -0.35
C 1.169 6.704 5.512 -0.12
C 2.346 6.034 3.562 -0.13
N -1.361 7.892 3.672 -0.33
C -1.357 8.670 4.895 -0.13
C -2.685 7.287 3.502 -0.15
N 0.544 8.598 2.515 -0.30
C 0.704 8.617 1.059 -0.15
C 1.621 9.371 3.127 -0.13
H 2.149 6.729 6.003 0.08
H 0.694 5.742 5.739 0.08
H 0.601 7.498 5.994 0.05
H 2.598 6.300 2.530 0.07
H 2.014 4.990 3.571 0.08
H 3.273 6.112 4.140 0.08
H -1.466 8.034 5.780 0.08
H -2.186 9.385 4.903 0.08
H -0.459 9.276 5.005 0.06
H -2.881 6.530 4.268 0.07
H -2.769 6.810 2.518 0.07
H -3.479 8.041 3.551 0.08
H 1.576 8.029 0.751 0.07
H 0.811 9.640 0.679 0.08
H -0.181 8.191 0.576 0.08
H 2.609 8.946 2.915 0.08
H 1.510 9.466 4.210 0.07
H 1.613 10.398 2.742 0.09
O 7.951 -5.126 -6.233 -0.31
P 8.831 -3.913 -5.843 0.74
N 9.886 -4.141 -7.170 -0.35
C 10.554 -5.416 -7.410 -0.12
C 9.288 -3.688 -8.435 -0.14
N 9.393 -4.579 -4.385 -0.33
C 10.697 -5.171 -4.162 -0.13
C 8.402 -5.309 -3.591 -0.14
N 9.843 -2.519 -5.395 -0.30
C 9.019 -1.313 -5.286 -0.15
C 11.139 -2.164 -5.965 -0.13
H 11.212 -5.349 -8.284 0.08
H 9.847 -6.237 -7.573 0.09
H 11.217 -5.682 -6.589 0.05
H 8.931 -2.658 -8.336 0.07
H 8.438 -4.315 -8.726 0.08
H 10.019 -3.689 -9.251 0.08
H 10.751 -6.191 -4.556 0.08
H 10.923 -5.222 -3.092 0.08
H 11.505 -4.583 -4.595 0.06
H 8.267 -6.330 -3.958 0.08
H 7.431 -4.801 -3.621 0.05
H 8.692 -5.359 -2.534 0.08
H 8.713 -0.953 -6.276 0.07
H 9.548 -0.509 -4.762 0.08
H 8.113 -1.525 -4.708 0.07
H 11.050 -1.754 -6.977 0.08
H 11.834 -3.008 -5.994 0.07
H 11.630 -1.405 -5.343 0.09
```

***

Record 5
A structure of composition C36H38IN2PSn. Source: OMol25; level of theory: ωB97M-V/def2-TZVPD.

As for the spin multiplicity: 1. The frontier orbital gap comes out at 6.60 eV.

Geometry as XYZ:
```
79
Properties=species:S:1:pos:R:3:lowdin_charge:R:1
Sn -1.969 -1.750 -1.153 0.67
C 1.215 -5.419 4.394 -0.04
C 1.302 -3.889 4.478 -0.56
C 2.774 -3.488 4.557 -0.06
C 0.591 -3.403 5.748 -0.04
C 0.603 -3.293 3.262 -0.15
C -0.749 -3.528 3.034 0.01
C -1.356 -3.003 1.913 -0.15
N -0.714 -2.249 1.013 0.01
C 0.578 -1.994 1.225 -0.18
C 1.257 -2.507 2.325 0.05
C 1.264 -1.141 0.206 -0.19
C 2.604 -0.781 0.322 0.05
C 3.216 -0.039 -0.679 -0.15
C 2.434 0.288 -1.782 0.00
C 1.107 -0.095 -1.814 -0.12
N 0.520 -0.776 -0.833 0.02
C 4.665 0.431 -0.593 -0.56
C 5.412 0.017 -1.867 -0.04
C 4.664 1.962 -0.474 -0.04
C 5.397 -0.155 0.614 -0.06
H 1.707 -5.866 5.259 0.09
H 1.704 -5.790 3.492 0.09
H 0.180 -5.763 4.381 0.08
H 3.223 -3.939 5.443 0.09
H 2.897 -2.406 4.640 0.09
H 3.338 -3.837 3.690 0.09
H 1.078 -3.824 6.629 0.09
H -0.455 -3.709 5.767 0.08
H 0.626 -2.315 5.824 0.09
H -1.343 -4.126 3.712 0.12
H -2.400 -3.200 1.713 -0.01
H 2.305 -2.290 2.447 0.09
H 3.172 -1.079 1.188 0.09
H 2.836 0.854 -2.611 0.11
H 0.483 0.157 -2.661 0.10
H 5.019 0.518 -2.751 0.08
H 5.342 -1.060 -2.030 0.09
H 6.467 0.281 -1.779 0.09
H 4.149 2.425 -1.317 0.08
H 5.690 2.336 -0.454 0.09
H 4.165 2.280 0.443 0.09
H 5.399 -1.247 0.595 0.09
H 4.957 0.174 1.557 0.09
H 6.435 0.179 0.604 0.09
C -6.020 3.618 -4.704 -0.09
C -4.969 4.250 -4.053 -0.08
C -4.008 3.500 -3.394 -0.10
C -4.082 2.107 -3.381 -0.38
C -5.138 1.484 -4.043 -0.10
C -6.105 2.234 -4.697 -0.09
P -2.877 1.034 -2.522 1.03
C -1.393 2.121 -2.528 -0.40
C -0.794 2.597 -1.365 -0.09
C 0.365 3.362 -1.429 -0.08
C 0.940 3.662 -2.654 -0.10
C 0.351 3.189 -3.822 -0.09
C -0.802 2.424 -3.757 -0.12
C -3.326 1.063 -0.765 -0.46
C -4.050 2.092 -0.164 -0.09
C -4.259 2.080 1.204 -0.09
C -3.731 1.047 1.967 -0.09
C -3.026 0.018 1.360 -0.15
C -2.817 -0.013 -0.020 -0.42
H -6.770 4.205 -5.219 0.10
H -4.899 5.331 -4.058 0.10
H -3.187 3.999 -2.893 0.11
H -5.199 0.402 -4.045 0.10
H -6.920 1.737 -5.206 0.10
H -1.227 2.362 -0.401 0.10
H 0.818 3.722 -0.514 0.10
H 1.839 4.263 -2.703 0.10
H 0.790 3.419 -4.785 0.10
H -1.253 2.058 -4.673 0.11
H -4.449 2.901 -0.765 0.10
H -4.828 2.872 1.675 0.10
H -3.889 1.033 3.039 0.10
H -2.659 -0.787 1.985 0.07
I -4.212 -3.323 -0.344 0.01
```